No. 1
{"formula": "C46H40N11O2SW", "method": "ωB97M-V with the def2-TZVPD basis set", "multiplicity": 1, "homo_ev": -15.082, "e_above_lowest_kj_mol": 0.0, "total_charge": 3, "species": ["W", "C", "C", "O", "C", "C", "C", "N", "N", "C", "O", "C", "C", "C", "C", "C", "C", "H", "H", "H", "H", "H", "H", "H", "H", "H", "H", "H", "H", "N", "C", "C", "C", "C", "C", "C", "N", "C", "C", "C", "S", "C", "N", "H", "H", "H", "H", "H", "H", "H", "N", "C", "C", "C", "C", "C", "C", "C", "C", "C", "C", "C", "C", "C", "H", "H", "H", "H", "H", "H", "H", "H", "H", "H", "C", "C", "N", "C", "C", "N", "C", "N", "N", "N", "C", "C", "C", "C", "C", "C", "H", "H", "H", "H", "H", "H", "H", "H", "H", "H", "H"], "positions_angstrom": [[16.653497, 14.082913, 10.864520], [17.547765, 18.087114, 10.159304], [17.380257, 16.707303, 9.633826], [17.398898, 15.803223, 10.591155], [17.327499, 16.274082, 8.348670], [17.363287, 14.889808, 7.962624], [17.714446, 14.504628, 6.547134], [17.147060, 13.912200, 8.839229], [17.364167, 12.623391, 8.353597], [17.386067, 11.788741, 9.332924], [17.380652, 12.292117, 10.572222], [17.313016, 10.334096, 9.132864], [17.293860, 9.504946, 10.259761], [17.122685, 8.135357, 10.126766], [16.960191, 7.598047, 8.855124], [16.970707, 8.418692, 7.738655], [17.147517, 9.778178, 7.865529], [17.666725, 18.049489, 11.220386], [16.634923, 18.653030, 9.932461], [18.393060, 18.608237, 9.712455], [17.468281, 17.017135, 7.577072], [17.801373, 15.394251, 5.927214], [16.969182, 13.816526, 6.152593], [18.647907, 13.960054, 6.563599], [17.447630, 9.935711, 11.248680], [17.077437, 7.515209, 11.011480], [16.876897, 6.521869, 8.743518], [16.881444, 7.994931, 6.747713], [17.152515, 10.407004, 6.978993], [18.509823, 13.904931, 14.661329], [17.239427, 13.847089, 15.195383], [16.903947, 13.758174, 16.523494], [15.544929, 13.636205, 16.752886], [14.612527, 13.604167, 15.691005], [14.997312, 13.723644, 14.354861], [16.364901, 13.851230, 14.116702], [17.146625, 13.923444, 12.934196], [18.434307, 13.938438, 13.346791], [19.552547, 13.983046, 12.437964], [20.894347, 13.952045, 12.629744], [21.684248, 14.026693, 11.127584], [20.166442, 14.093025, 10.327193], [19.134960, 14.061480, 11.143420], [19.377905, 13.902818, 15.192781], [17.626649, 13.807456, 17.336692], [15.183690, 13.604904, 17.776266], [13.564528, 13.511966, 15.938167], [14.223910, 13.700609, 13.592227], [21.459535, 13.900159, 13.548610], [20.059822, 14.179952, 9.244947], [15.102984, 15.066621, 10.878506], [14.194906, 15.980145, 10.834138], [13.544739, 16.332341, 12.112290], [14.319311, 16.533719, 13.263080], [13.697850, 16.823708, 14.451765], [12.299599, 16.893925, 14.505967], [11.533809, 16.642211, 13.381093], [12.156460, 16.358143, 12.182357], [13.843583, 16.678864, 9.597191], [13.306329, 17.966638, 9.740199], [13.010696, 18.739706, 8.625934], [13.239278, 18.216640, 7.362526], [13.809312, 16.953681, 7.188983], [14.109293, 16.199676, 8.311206], [15.404046, 16.493208, 13.174666], [14.274045, 17.015016, 15.349488], [11.828100, 17.130866, 15.453551], [10.450050, 16.656467, 13.430007], [11.561259, 16.168476, 11.306399], [13.149657, 18.394475, 10.731911], [12.583515, 19.730458, 8.740664], [13.011999, 18.839046, 6.499916], [13.994973, 16.615318, 6.179813], [14.573234, 15.217436, 8.217096], [14.152327, 12.671154, 8.074320], [14.080281, 12.315625, 9.530504], [14.976750, 12.636127, 10.473804], [14.658882, 11.887607, 11.577486], [13.564127, 11.134005, 11.323115], [13.203015, 11.427049, 10.033273], [11.967979, 10.896721, 9.392496], [10.823799, 11.359155, 10.052375], [10.052896, 10.481184, 10.791838], [9.027661, 11.098971, 11.241649], [9.053129, 12.410337, 10.804902], [8.170577, 13.461526, 11.035646], [8.448317, 14.664688, 10.402674], [9.592764, 14.787483, 9.580162], [10.503322, 13.750235, 9.376469], [10.192193, 12.570637, 10.011166], [14.959669, 13.373172, 7.894229], [13.200281, 13.081034, 7.718550], [14.324380, 11.764877, 7.482043], [15.238214, 11.931918, 12.476187], [12.966047, 10.437671, 11.883724], [11.982486, 9.814917, 9.513258], [12.005771, 11.158842, 8.329314], [7.289278, 13.353123, 11.655881], [7.801997, 15.539903, 10.491469], [9.774801, 15.728223, 9.057286], [11.350119, 13.925012, 8.727483]], "forces_ev_per_a": [[1.05, -0.57, -0.36], [-0.41, 0.31, -0.90], [0.32, -0.14, 0.25], [-0.07, -0.31, 0.42], [0.16, -0.37, -0.56], [0.02, 0.34, -0.03], [-0.37, 0.61, 0.54], [0.17, 0.35, -0.35], [-0.23, 0.23, -0.10], [-0.09, -0.35, 0.00], [0.02, -0.61, 0.17], [-0.02, 0.16, 0.64], [0.18, 0.10, 0.27], [-0.20, 0.34, -0.13], [0.19, -0.37, 0.31], [0.16, -0.17, -0.32], [-0.04, 0.43, -0.23], [0.12, 0.01, 0.65], [0.18, 0.03, 0.00], [-0.03, -0.02, -0.10], [-0.14, -0.06, -0.11], [0.01, -0.10, -0.02], [-0.04, 0.00, -0.06], [0.32, -0.17, -0.11], [-0.12, -0.07, -0.23], [0.14, -0.09, -0.07], [-0.14, 0.13, -0.05], [-0.08, -0.07, 0.03], [0.03, -0.04, 0.18], [0.83, 0.06, 0.02], [0.56, -0.08, 0.10], [-0.81, 0.04, 0.46], [-0.31, 0.16, 0.02], [0.57, 0.15, -0.01], [-0.33, -0.17, 0.52], [-0.36, -0.09, 0.00], [-0.30, 0.05, -0.29], [0.10, -0.10, 0.28], [-0.70, -0.01, -0.11], [0.28, 0.04, 0.09], [-0.42, 0.00, -0.32], [-0.37, 0.07, 0.16], [0.70, 0.06, -0.57], [-0.32, 0.01, -0.14], [-0.13, -0.09, -0.27], [-0.01, -0.13, -0.16], [-0.04, -0.02, -0.08], [0.31, 0.10, -0.03], [-0.04, -0.03, -0.03], [0.16, -0.10, 0.36], [-0.49, 0.43, 0.07], [0.25, -0.31, 0.01], [0.24, -0.25, 0.21], [0.20, 0.00, -0.69], [-0.49, 0.27, 0.34], [0.39, -0.06, 0.36], [-0.22, -0.05, 0.18], [0.02, 0.20, -0.16], [-0.26, 0.56, 0.09], [-0.18, 0.39, 0.27], [-0.06, -0.27, 0.09], [0.10, 0.40, -0.24], [-0.18, 0.21, 0.44], [0.25, -0.58, -0.17], [-0.16, 0.04, 0.14], [0.00, -0.01, -0.08], [-0.03, 0.00, -0.12], [0.13, 0.05, 0.04], [-0.11, -0.08, -0.25], [0.00, -0.21, -0.29], [0.11, -0.11, 0.01], [0.00, -0.23, 0.06], [0.07, -0.25, 0.06], [-0.24, 0.35, -0.06], [-0.54, -0.14, 0.18], [0.31, 0.17, -0.63], [-0.32, 0.01, -0.51], [-0.12, -0.41, 0.67], [-0.22, 0.18, -0.17], [0.17, 0.21, -0.23], [0.86, -0.31, -0.21], [-1.24, 0.14, 0.28], [-0.42, 0.50, 0.39], [0.72, -0.59, -0.18], [0.36, -0.16, -0.14], [-0.24, 0.56, -0.18], [0.42, -0.04, -0.24], [0.21, 0.03, -0.14], [-0.59, 1.36, -0.08], [0.26, -0.38, 0.15], [-0.11, -0.16, -0.06], [0.23, 0.13, 0.07], [0.18, 0.11, 0.15], [0.13, -0.11, 0.22], [0.15, 0.00, 0.31], [0.00, -0.03, -0.17], [-0.11, -0.02, 0.25], [0.09, -0.14, -0.03], [0.07, -0.43, 0.12], [-0.13, -0.18, 0.19], [0.10, -0.22, 0.00]]}

=====

No. 2
{"formula": "C46H40N2O5P2V", "method": "ωB97M-V with the def2-TZVPD basis set", "s_squared": 0.89, "multiplicity": 2, "homo_ev": [-6.907, -5.730], "species": ["V", "O", "C", "C", "C", "N", "C", "C", "C", "O", "O", "C", "O", "O", "H", "H", "H", "C", "C", "C", "C", "C", "C", "C", "H", "H", "H", "H", "H", "H", "H", "H", "C", "N", "C", "P", "C", "C", "C", "C", "C", "C", "C", "C", "C", "C", "C", "C", "C", "C", "C", "C", "C", "C", "P", "C", "C", "C", "C", "C", "C", "C", "C", "C", "C", "C", "C", "H", "H", "H", "H", "H", "H", "H", "H", "H", "H", "H", "H", "H", "H", "H", "H", "H", "H", "H", "H", "H", "H", "H", "H", "H", "H", "H", "H", "H"], "positions_angstrom": [[0.196400, -0.161700, -0.301600], [-1.243600, -0.947600, -6.040400], [-0.909000, -0.717100, -4.749100], [-0.825800, 0.531600, -4.221600], [-0.505700, 0.723100, -2.844600], [-0.308300, -0.279100, -2.043500], [-0.403700, -1.612100, -2.450600], [-0.698700, -1.954000, -3.925400], [-1.285400, -2.263300, -1.342500], [-1.952200, -3.253000, -1.566300], [-1.187100, -1.634800, -0.241100], [-0.342300, 1.992900, -2.056400], [-0.420200, 3.105500, -2.556300], [-0.103300, 1.714800, -0.824400], [-1.449500, -0.113300, -6.484700], [-1.014100, 1.417000, -4.812600], [-1.543500, -2.640800, -4.050100], [-3.127300, -0.836300, 2.407500], [-2.390800, 0.422800, 2.054400], [-2.830100, 1.218400, 0.996600], [-2.233800, 2.439100, 0.731000], [-1.174100, 2.878600, 1.511500], [-0.700500, 2.079400, 2.536500], [-1.303900, 0.856700, 2.803800], [-3.012600, -1.581100, 1.620700], [-4.190700, -0.626100, 2.514500], [-2.763500, -1.253500, 3.344700], [-3.670400, 0.881000, 0.402800], [-2.588000, 3.057400, -0.082700], [-0.715700, 3.836800, 1.313700], [0.121200, 2.422500, 3.154400], [-0.961200, 0.257300, 3.639800], [3.151200, -2.135100, 0.399400], [3.783500, -1.392200, -0.675400], [3.913700, 0.028300, -0.450400], [2.290600, 0.881700, -0.004400], [2.561500, 2.466200, -0.844000], [2.306300, 3.682100, -0.217500], [2.351100, 4.856500, -0.945600], [2.636100, 4.828200, -2.300700], [2.871600, 3.619600, -2.934700], [2.817000, 2.442600, -2.214100], [2.690000, 1.169200, 1.751000], [2.015000, 0.400300, 2.694000], [2.362300, 0.474600, 4.031800], [3.384100, 1.319300, 4.434000], [4.052400, 2.095400, 3.500300], [3.710700, 2.023100, 2.161300], [4.854200, -2.040100, -1.311900], [4.666900, -3.341400, -1.784600], [5.707300, -4.035100, -2.368600], [6.954300, -3.447600, -2.505500], [7.136700, -2.144700, -2.081000], [6.100400, -1.441200, -1.493900], [1.304300, -2.245200, 0.118200], [0.817900, -3.470000, 1.374100], [-0.257600, -3.122100, 2.185200], [-0.773500, -4.028100, 3.093000], [-0.197400, -5.281400, 3.214200], [0.897900, -5.621400, 2.435600], [1.408500, -4.723500, 1.516400], [1.183800, -3.192200, -1.444700], [0.846500, -4.475600, -1.642500], [0.589400, -4.975300, -2.978600], [0.533100, -4.199500, -4.065100], [0.668100, -2.715000, -3.993100], [1.016900, -2.224200, -2.571000], [3.289500, -1.606700, 1.356800], [3.596800, -3.131700, 0.490600], [4.277100, 0.487900, -1.376300], [4.633100, 0.260100, 0.356500], [2.051100, 3.700800, 0.834000], [2.141400, 5.799000, -0.460000], [2.646700, 5.743300, -2.871200], [3.074700, 3.592400, -3.995900], [2.947600, 1.494100, -2.725700], [1.208300, -0.255400, 2.361200], [1.845400, -0.126300, 4.764900], [3.661400, 1.370200, 5.476000], [4.851900, 2.748200, 3.818000], [4.230100, 2.628800, 1.430700], [3.691900, -3.800200, -1.701500], [5.538400, -5.039700, -2.725800], [7.773000, -4.000500, -2.937700], [8.098100, -1.666500, -2.195900], [6.285500, -0.432700, -1.159200], [-0.697100, -2.139100, 2.066300], [-1.629000, -3.763000, 3.697400], [-0.592900, -5.994700, 3.920500], [1.352800, -6.596800, 2.542700], [2.260700, -5.003700, 0.912400], [0.766400, -5.180700, -0.828900], [0.438700, -6.041000, -3.067500], [0.378800, -4.628500, -5.044500], [1.332600, -2.337400, -4.775400], [1.793100, -1.443800, -2.550800]], "forces_ev_per_a": [[-2.14, 1.34, 3.82], [0.02, -0.23, -0.14], [0.10, 0.81, 0.35], [-0.26, -0.51, -0.69], [-0.02, -0.23, 0.80], [0.61, 0.77, -2.97], [-0.44, -0.75, -0.24], [-0.18, -0.05, -0.17], [-0.56, -1.04, -1.94], [-0.04, 0.21, 0.02], [-0.09, 0.81, 1.50], [-0.17, 0.45, -1.65], [-0.12, -0.29, 0.23], [0.07, 0.09, 0.98], [0.09, -0.10, 0.13], [-0.03, 0.04, -0.12], [-0.01, 0.16, 0.11], [0.04, -0.02, -0.14], [0.01, -0.05, 0.11], [-0.05, 0.16, 0.00], [-0.22, -0.01, 0.14], [-0.02, 0.06, 0.25], [0.04, 0.35, -0.04], [-0.08, -0.11, -0.01], [0.00, -0.09, -0.06], [-0.06, -0.04, 0.05], [0.01, -0.05, 0.06], [-0.02, 0.00, -0.06], [0.01, -0.03, -0.06], [0.03, 0.03, -0.07], [0.01, -0.03, -0.03], [0.01, -0.04, 0.03], [-0.44, -0.11, 0.22], [0.00, 0.09, -0.15], [-0.02, 0.02, -0.10], [1.97, -0.12, 0.00], [-0.17, 0.10, -0.04], [0.03, -0.20, -0.01], [-0.02, 0.12, -0.02], [0.02, -0.04, -0.03], [-0.01, 0.10, -0.06], [0.08, -0.15, 0.18], [-0.24, 0.10, 0.05], [0.02, 0.01, -0.22], [-0.01, -0.08, 0.13], [-0.05, -0.03, 0.00], [0.11, 0.07, -0.03], [-0.11, -0.03, 0.07], [0.19, -0.12, -0.16], [-0.05, -0.05, 0.01], [-0.02, 0.01, 0.03], [0.16, 0.00, -0.06], [0.06, -0.09, -0.08], [-0.16, 0.15, 0.10], [2.09, -1.53, -0.10], [-0.25, 0.59, 0.12], [0.04, 0.04, -0.06], [-0.02, 0.05, 0.15], [0.00, -0.01, 0.00], [0.05, -0.13, 0.05], [0.08, 0.15, -0.03], [-0.06, -0.29, -0.09], [0.47, 0.62, 0.48], [-0.10, -0.19, -0.68], [0.05, -0.09, 0.13], [0.11, -0.11, -0.22], [0.23, -0.03, -0.09], [0.07, -0.20, -0.03], [-0.11, 0.24, 0.00], [-0.09, -0.06, 0.23], [-0.09, 0.00, -0.17], [-0.01, 0.04, 0.01], [-0.01, 0.05, 0.04], [0.03, 0.12, -0.05], [-0.02, 0.00, -0.05], [0.03, 0.03, -0.03], [0.18, 0.05, 0.18], [-0.08, -0.08, 0.05], [0.02, 0.02, 0.10], [0.05, 0.08, 0.02], [0.07, 0.01, 0.00], [-0.08, -0.01, 0.01], [-0.01, -0.11, -0.03], [0.09, -0.05, -0.10], [0.09, 0.03, 0.00], [-0.03, 0.08, 0.06], [-0.13, -0.12, 0.06], [-0.04, 0.04, 0.06], [-0.07, -0.08, 0.07], [0.02, -0.03, 0.00], [0.05, -0.01, -0.05], [-0.04, 0.03, 0.10], [-0.01, -0.11, -0.13], [-0.11, -0.15, -0.07], [-0.01, -0.07, 0.07], [-0.33, -0.15, -0.02]]}

=====

| no. | F_max (eV/A) | E (eV) |
| --- | --- | --- |
| 1 | 1.48 | -81476.271 |
| 2 | 4.58 | -105833.436 |